Record 1
Molecular formula: C30H30N4O3PPdS2
Method: DFT, ωB97M-V with the def2-TZVPD basis set

**Kohn-Sham gap (alpha / beta)**: 6.73 / 6.73 eV
**Net charge**: +1
**Energy above the lowest of the compared OMol25 structures with the same formula, charge and spin**: 56.58 kJ/mol
**Multiplicity**: 1

```
71
Properties=species:S:1:pos:R:3:forces:R:3
Pd 0.038 0.289 0.045 -0.2050 0.2110 0.3776
S 4.207 -0.834 -1.224 0.0113 -0.0476 -0.1360
S 3.238 1.258 0.637 -0.1469 0.0263 0.0249
P 0.357 -0.523 2.183 0.0089 -0.0901 -0.3760
O -1.550 1.493 0.392 -0.4336 0.0241 0.1787
O -0.719 -1.141 -1.400 0.1141 0.1727 -0.6806
O 2.365 -3.564 -3.000 -0.0847 -0.0566 -0.0496
N -3.471 2.502 -0.123 0.0298 -0.0350 0.0634
N -2.986 0.436 -1.039 -0.0742 -0.1985 -0.2884
N 1.657 -0.455 -0.659 0.8242 -1.0134 -0.2136
N 1.535 -1.532 -1.552 -0.0890 0.2098 0.3101
C -3.225 -3.392 2.513 -0.0139 -0.0218 0.0179
C -3.394 -2.090 2.063 0.0005 -0.0101 0.0061
C 2.870 -0.076 -0.423 -0.1568 0.0953 -0.1845
C -1.593 -4.238 -4.018 0.0564 0.0138 0.0068
C 2.888 -1.089 3.205 -0.0074 -0.0031 0.1965
C -2.641 1.459 -0.261 0.1707 0.1538 0.1689
C 0.215 0.575 3.592 0.0695 0.1129 0.0316
C 0.035 -2.913 -2.807 0.0388 -0.0060 0.0195
C -2.304 -1.244 1.959 -0.0991 0.0211 0.0018
C -0.870 -2.993 2.774 -0.0340 0.0068 -0.0013
C -0.009 2.313 5.736 -0.0030 0.0303 0.0013
C -1.029 -1.692 2.300 0.0407 -0.0573 0.2187
C 1.856 -1.516 2.378 0.0394 0.0894 -0.0625
C 4.255 -2.922 2.470 0.0015 -0.0136 -0.0145
C 4.904 1.483 -0.039 0.1221 -0.0357 -0.0331
C 4.081 -1.796 3.258 -0.0154 -0.0009 -0.0130
C 0.197 1.947 3.373 0.0225 0.1119 0.0574
C 0.084 2.818 4.449 0.0049 -0.0607 -0.0292
C 0.117 0.068 4.888 -0.0316 0.0327 0.0041
C -0.560 -5.037 -4.506 -0.0027 -0.0363 -0.0262
C 0.749 -4.792 -4.154 -0.0365 0.0311 0.0135
C 5.471 0.106 -0.329 0.0057 0.0594 0.1176
C 2.039 -2.654 1.585 -0.0020 0.0842 -0.1120
C 3.232 -3.350 1.631 0.0257 -0.0059 0.0205
C 0.008 0.941 5.956 -0.0030 -0.0232 0.0100
C -1.965 -3.839 2.875 0.0297 0.0370 -0.0046
C 1.063 -3.732 -3.303 0.1565 0.0393 0.0394
C 0.285 -1.789 -1.884 -0.1368 0.0501 0.2411
C -1.286 -3.193 -3.178 -0.0013 0.0235 0.0156
C -4.773 2.622 -0.747 -0.0314 0.0327 -0.0397
H -5.136 3.634 -0.588 -0.0245 -0.0193 0.0190
H 4.873 -1.467 3.916 0.0128 0.0193 0.0234
H -3.173 3.188 0.550 0.0026 -0.0047 -0.0506
H -4.077 -4.053 2.592 -0.0197 -0.0113 -0.0111
H -1.830 -4.848 3.240 0.0049 -0.0117 0.0047
H -2.068 -2.563 -2.778 -0.0160 0.0074 0.0016
H -0.067 0.552 6.962 -0.0001 -0.0051 0.0204
H 5.491 2.021 0.703 -0.0012 -0.0201 0.0080
H 6.351 0.171 -0.968 -0.0061 -0.0295 -0.0046
H -4.378 -1.733 1.792 -0.0263 0.0114 -0.0028
H 0.124 -1.001 5.064 -0.0045 -0.0289 -0.0300
H 4.842 2.077 -0.950 -0.0294 0.0148 0.0427
H -2.453 -0.227 1.623 0.0596 -0.0461 0.0496
H 0.068 3.886 4.278 0.0026 0.0299 0.0107
H 3.366 -4.225 1.009 -0.0046 -0.0110 -0.0160
H -0.097 2.989 6.575 -0.0029 0.0173 0.0190
H -3.817 0.496 -1.601 -0.0124 -0.0276 0.0342
H 1.559 -5.404 -4.524 0.0239 -0.0204 -0.0098
H 5.727 -0.424 0.590 -0.0175 0.0138 -0.0241
H 5.186 -3.471 2.509 0.0213 -0.0224 0.0010
H -2.617 -4.439 -4.296 -0.0436 0.0024 -0.0016
H -2.306 -0.295 -1.271 -0.0471 0.1594 0.1070
H 1.257 -2.988 0.914 -0.0304 0.0219 -0.0217
H 0.267 2.332 2.362 -0.0044 -0.0230 -0.0162
H -5.496 1.922 -0.325 0.0020 -0.0067 -0.0187
H 2.761 -0.210 3.824 -0.0001 0.0321 -0.0289
H 2.441 -2.795 -2.399 -0.0215 0.0270 0.0128
H -4.704 2.473 -1.826 0.0009 0.0000 0.0070
H 0.104 -3.357 3.068 0.0306 -0.0021 0.0182
H -0.783 -5.864 -5.167 -0.0130 -0.0199 -0.0212
```
Forces are in eV/Å.

Record 2
Molecular formula: C30H30N6O2PSe3TaTe
Method: DFT, ωB97M-V with the def2-TZVPD basis set

**Kohn-Sham gap**: 6.76 eV
**Energy above the lowest of the compared OMol25 structures with the same formula, charge and spin**: 79.50 kJ/mol
**Multiplicity**: 1

```
74
Properties=species:S:1:pos:R:3:forces:R:3
Ta 0.611 0.035 0.402 -0.1265 0.1059 -1.0561
Te 3.065 -1.389 -0.593 -0.2357 0.2057 0.1943
Se 2.466 1.007 -1.020 0.2769 0.0296 0.0729
Se 3.970 -1.212 1.736 -0.0832 -0.0476 0.0071
Se 1.907 -0.439 2.556 0.2596 0.0890 0.1590
P -1.082 1.234 -1.741 0.3106 -0.2597 0.1780
O 0.136 -1.142 -1.196 -0.2461 -0.3124 0.2268
O -1.269 -2.666 -1.993 -0.0411 -0.0768 -0.0176
N -3.492 0.119 1.972 -0.2903 0.0676 -0.1387
N 0.866 -4.193 -0.270 0.0791 0.0085 0.0326
N -4.266 0.152 4.321 -0.0187 0.0291 0.0810
N -1.361 -0.275 0.899 -0.4865 -0.2096 0.2850
N 1.851 4.773 0.024 0.0659 -0.0046 0.0015
N -0.230 -3.011 1.386 0.1047 -0.0128 0.0513
C 0.756 -5.119 1.966 0.0086 0.0392 -0.0174
C -0.456 -3.880 3.612 0.0180 -0.0828 -0.0280
C -0.704 4.246 1.753 -0.0064 0.0060 -0.0718
C 0.193 2.843 -3.624 0.0202 0.0123 0.0303
C 0.299 -4.998 3.256 -0.0394 0.0544 0.0427
C -0.202 1.543 -3.302 -0.0341 0.1083 -0.0599
C -3.043 2.750 -0.520 -0.0376 0.0396 -0.0050
C 1.343 2.043 -5.576 -0.0111 0.0275 -0.0065
C 0.452 -4.104 1.044 -0.1067 -0.0069 -0.0929
C -3.869 0.130 3.238 0.1168 -0.0633 0.0012
C -1.938 -0.355 -2.055 -0.2393 0.0003 -0.0050
C 0.959 3.092 -4.751 0.0116 -0.0464 -0.0257
C -3.058 2.850 -2.926 0.0629 0.0641 -0.0091
C 0.176 0.502 -4.146 0.0332 -0.0430 0.0472
C 0.135 1.985 1.441 0.0843 0.1305 -0.0428
C -1.268 3.935 2.972 0.0032 -0.0126 -0.0041
C -1.024 -1.516 -1.732 0.3779 0.2661 -0.1002
C 0.712 3.892 -0.223 -0.0672 -0.1061 -0.2103
C 1.500 6.070 0.567 -0.0164 0.0960 -0.0091
C -4.169 3.561 -0.480 0.0098 -0.0155 -0.0080
C -0.396 1.725 2.723 -0.0957 0.0192 -0.1000
C 2.923 4.163 0.790 0.0059 -0.0673 0.0941
C -4.176 3.665 -2.883 -0.0112 0.0138 0.0056
C 0.033 3.319 1.002 -0.0451 0.0273 0.2303
C -2.479 2.394 -1.742 0.0406 0.0299 0.0482
C -2.375 -0.095 1.480 0.2308 -0.0527 -0.0059
C -1.077 2.660 3.481 0.0107 -0.0468 0.0906
C 0.945 0.751 -5.275 -0.0092 0.0107 0.0168
C -4.732 4.021 -1.660 -0.0100 -0.0087 -0.0003
C -0.680 -2.930 2.642 0.0922 0.0325 0.0171
H -2.313 -0.432 -3.077 0.0256 -0.0621 0.0310
H -0.101 3.675 -2.997 -0.0157 -0.0030 0.0591
H -0.852 -3.750 4.608 0.0049 -0.0074 0.0124
H 2.373 6.721 0.514 0.0136 0.0062 -0.0051
H -0.013 4.487 -0.790 -0.0428 -0.0588 -0.0127
H 1.258 4.105 -4.983 0.0002 0.0210 0.0025
H -1.242 -2.036 2.890 -0.0038 0.0206 -0.0304
H 0.517 -5.770 3.982 -0.0023 -0.0123 0.0172
H 1.162 6.045 1.613 0.0719 0.0028 0.0010
H -0.848 5.239 1.345 -0.0276 -0.0320 0.0154
H -4.616 4.022 -3.804 -0.0089 -0.0032 -0.0062
H 0.277 -3.682 -0.920 -0.0177 0.0218 -0.0278
H -2.609 2.397 0.403 0.0903 0.0089 0.1017
H -2.623 2.580 -3.881 -0.0171 -0.0109 0.0043
H 1.233 -0.070 -5.918 -0.0002 -0.0199 -0.0036
H -4.601 3.830 0.475 0.0008 -0.0001 0.0031
H -0.112 -0.519 -3.932 -0.0024 -0.0211 0.0036
H 1.096 -5.125 -0.575 -0.0256 0.0306 -0.0319
H -5.609 4.655 -1.630 0.0002 0.0120 -0.0006
H 0.708 6.525 -0.033 -0.0137 -0.0169 -0.0110
H 3.404 3.367 0.225 -0.0545 -0.0390 -0.0338
H 1.039 3.082 -0.880 0.0360 0.0741 -0.0022
H -1.844 4.670 3.519 -0.0016 0.0089 0.0057
H 1.329 -5.981 1.650 0.0185 -0.0077 -0.0003
H 2.587 3.743 1.750 0.0059 0.0352 0.0103
H 1.944 2.236 -6.454 0.0091 0.0034 -0.0092
H -2.804 -0.408 -1.392 -0.0154 0.0176 -0.0078
H 3.678 4.922 1.000 0.0182 -0.0005 -0.0169
H -0.338 0.725 3.146 -0.0149 0.0058 0.0341
H -1.484 2.380 4.445 0.0033 -0.0116 -0.0014
```
Forces are in eV/Å.

Record 3
Molecular formula: C30H30N7O9Sm
Method: DFT, ωB97M-V with the def2-TZVPD basis set

**Kohn-Sham gap (alpha / beta)**: 6.93 / 6.95 eV
**Net charge**: +2
**<S²>**: 8.757
**Multiplicity**: 6

```
77
Properties=species:S:1:pos:R:3:forces:R:3
Sm -0.417 -1.357 -0.740 -0.7780 1.4755 -2.7702
O 1.295 0.049 0.238 -0.5356 0.1089 0.1080
O -2.011 0.093 -0.044 -0.0619 -0.6507 1.1312
O 2.565 3.654 1.452 0.1152 0.0871 -0.3566
O 2.934 2.072 5.892 0.5423 0.8130 0.6944
O 3.037 2.238 -0.121 -0.2470 0.1415 0.6152
O 0.291 -2.177 1.066 0.9283 -0.7252 2.0249
O -0.177 0.087 -2.503 -0.0045 -0.4151 -0.1435
O 0.046 -2.576 3.123 0.3977 0.7829 0.1863
O 1.369 0.669 6.368 -1.0108 -0.5912 1.7256
N 2.106 1.248 5.637 0.5703 -0.2486 -1.8488
N -2.353 -2.883 -0.239 -0.0415 -0.1934 -0.7544
N 2.664 2.527 1.005 -0.3006 -0.6918 -0.4049
N -0.278 -2.808 -2.847 -0.1847 -0.4855 0.4339
N 0.326 2.684 -2.364 0.3027 1.1468 0.4506
N -1.259 2.464 0.707 -0.3086 0.0397 0.9769
N 0.443 -1.830 2.273 0.2034 -0.0087 0.6182
C -2.973 -0.967 5.478 -0.4639 -0.7298 -0.0421
C 1.520 0.288 1.467 0.6020 0.0513 -0.1597
C -0.038 4.068 -2.048 -0.6128 -0.1050 1.5077
C 2.230 1.444 1.931 0.1976 0.4988 -0.2476
C 3.038 0.868 -3.952 -0.4487 1.5097 0.6497
C 0.924 -0.050 -3.219 -0.8507 0.2031 1.2081
C 1.805 1.030 -3.294 0.8021 0.8253 -0.4218
C -1.177 4.187 -0.977 0.8297 0.6889 -1.5931
C -2.779 -0.705 4.002 -0.2127 -0.5113 0.7735
C 3.432 -0.317 -4.533 1.0476 1.5901 0.5630
C -2.031 0.782 2.235 -0.5688 0.0036 0.1802
C 1.284 -0.263 3.892 0.7988 1.2238 0.4779
C 1.312 -1.248 -3.819 0.2473 -1.5455 -0.4761
C 2.535 -1.361 -4.486 0.3215 -0.1097 -0.3809
C -3.086 -2.600 0.753 0.3594 1.2236 1.1399
C -1.590 2.086 1.899 0.5102 -0.2743 0.0585
C 1.115 -0.544 2.572 -0.9033 -1.6657 -1.7261
C 0.524 -2.497 -3.781 -0.3907 1.6565 0.4456
C -0.968 -4.114 -2.977 0.0765 0.7515 0.1474
C -3.110 -1.635 3.024 0.0811 0.4441 -1.4584
C -2.307 -0.174 1.245 0.2608 -0.4581 -1.5788
C 1.987 0.879 4.224 -0.5317 -0.3555 -0.2940
C -2.854 -1.419 1.644 -0.0361 -0.4616 0.8681
C -0.798 3.804 0.430 0.7611 -0.4743 -0.5497
C -2.670 -4.134 -0.968 0.9551 0.0445 0.3844
C -2.392 -4.120 -2.457 -0.4387 -1.1775 -0.2212
C 4.843 -0.368 -5.074 -1.5450 -0.9869 -0.8185
C -2.280 0.485 3.582 0.4083 1.2434 0.1852
C 1.493 2.346 -2.788 0.1059 -1.1381 -0.7233
C 2.463 1.738 3.252 -0.2998 -0.4578 -0.0713
H -4.048 -0.883 5.740 0.5671 -0.2000 -0.0849
H 4.733 -0.794 -6.066 0.5430 -0.2522 -0.2648
H -1.211 4.452 1.173 -0.2717 0.5373 0.3622
H -2.085 1.263 4.329 0.0404 -0.2170 -0.2300
H -2.048 -4.937 -0.561 -0.0529 0.0575 0.3410
H 2.963 2.646 3.529 0.1915 0.2353 0.0896
H -1.355 1.778 -0.038 -0.1761 -0.3316 -0.0066
H -2.047 3.663 -1.365 -0.2452 -0.2293 0.2592
H -3.864 -3.248 1.149 -0.1978 -0.3308 -0.3924
H 3.627 1.809 -3.964 0.1300 -1.0386 -0.2221
H 0.884 -0.886 4.644 -0.2967 -0.6300 0.6895
H 0.836 4.600 -1.684 0.2445 -0.0746 -0.0327
H 5.434 -1.027 -4.460 0.5030 -0.0374 0.1124
H -0.378 4.560 -2.933 -0.2316 0.2304 -0.7332
H -3.613 -2.540 3.309 0.0056 -0.4621 0.1427
H -1.045 -4.404 -4.026 0.3294 -0.0026 -0.0669
H -2.943 -3.328 -2.932 -0.4069 0.2580 -0.3911
H 5.260 0.611 -5.205 0.3214 0.4076 0.2668
H 0.606 -3.100 -4.655 0.2225 -0.8054 -0.6789
H -2.774 -5.116 -2.822 -0.0496 1.0617 0.2488
H -2.445 -0.211 6.062 0.0632 -0.2369 0.0427
H 0.289 3.790 0.552 -0.0163 0.3130 -0.0212
H 2.861 -2.273 -5.001 -0.5190 0.0532 0.3752
H -3.699 -4.357 -0.749 -0.4977 -0.3667 -0.2060
H -2.614 -1.998 5.741 -0.3321 1.0134 -0.0770
H 2.253 3.116 -2.860 -0.0008 0.0460 0.1101
H -1.451 5.239 -1.021 -0.0482 0.0675 0.1643
H -1.455 2.790 2.725 -0.1137 0.0603 -0.3312
H -0.367 1.958 -2.318 -0.4019 -0.6890 -0.1488
H -0.339 -4.817 -2.452 0.0482 -0.5294 0.1697
```
Forces are in eV/Å.